Record 1
Molecular formula: C17H18AlIN7S2
Method: DFT, ωB97M-V/def2-TZVPD

Output
Max |F|, eV Å⁻¹: 2.8
Frontier orbital gap, hartree: 0.241
Total charge: +1
E_HOMO, eV: -10.06
E_tot, hartree: -2378.41579
2S+1: 1

Structure (XYZ):
```
46
Properties=species:S:1:pos:R:3:forces:R:3
Al -14.577699 -12.035691 0.746863 -0.6 -0.1 -0.5
C -17.951214 -10.695749 3.103027 -1.6 0.9 0.1
C -17.002533 -11.542043 2.344521 0.6 -0.2 -0.3
S -16.505780 -10.823394 0.798385 0.2 0.0 -0.2
C -16.558500 -12.725535 2.767991 0.8 -1.1 0.1
C -17.078384 -13.431014 4.009486 -0.8 0.4 0.0
S -15.375267 -13.786520 1.814881 -0.3 0.5 0.5
H -18.549861 -10.116338 2.374309 0.2 -0.3 0.3
H -17.449850 -9.911394 3.685482 0.0 -0.3 0.1
H -18.704120 -11.230232 3.726756 0.8 0.2 -0.3
H -17.923641 -14.054070 3.622565 0.5 0.2 0.7
H -17.493313 -12.674055 4.743328 0.5 -1.1 -0.7
H -16.338520 -14.096729 4.504203 -0.5 0.6 -0.4
N -11.530763 -12.734126 2.047960 -1.2 -0.1 -0.5
C -11.530610 -12.058298 0.912772 -0.8 0.5 -1.2
N -10.433469 -11.462303 0.524342 1.3 -0.1 0.0
C -10.420727 -10.895216 -0.675259 1.7 1.5 0.7
N -9.305787 -10.241596 -1.084153 -1.9 -0.9 -0.3
N -11.462959 -10.828289 -1.516456 0.9 -0.1 -1.1
C -12.485670 -11.447014 -1.075092 -2.7 -0.5 -0.8
N -12.669453 -11.975770 0.131779 0.5 -1.0 1.1
C -13.719401 -11.631951 -1.960184 2.0 1.3 -0.4
C -13.760299 -11.256352 -3.297476 -0.5 -1.4 0.1
C -14.877145 -11.719365 -3.995916 0.9 1.1 -0.4
C -15.914934 -12.260143 -3.303137 -1.8 -1.1 -1.1
C -15.859874 -12.445741 -1.971118 1.2 0.3 0.9
N -14.722006 -12.173739 -1.333059 -1.1 -0.3 1.6
H -10.671441 -12.745940 2.547797 0.3 -0.2 0.5
H -12.382562 -13.219098 2.321798 0.6 -0.1 0.2
H -8.510269 -10.052255 -0.540990 0.8 -0.1 0.9
H -9.408135 -9.777804 -1.955065 0.1 0.4 -0.6
H -12.906521 -10.836085 -3.773357 0.4 0.4 -0.2
H -14.982009 -11.606861 -5.064814 0.2 0.1 -0.1
H -16.803559 -12.633570 -3.802325 0.1 0.3 -0.2
H -16.660970 -12.781374 -1.375280 -0.8 -0.5 0.5
I -13.768879 -6.624744 2.144181 0.3 0.3 0.0
C -13.468893 -8.569950 2.762670 -0.4 -0.8 -1.3
C -13.337195 -8.929513 4.092489 0.3 1.9 0.3
C -13.448119 -10.222200 4.452895 -0.3 -1.7 -0.5
C -13.712524 -11.167656 3.454498 0.4 1.0 1.6
N -13.782644 -10.855091 2.189366 -0.2 0.3 -0.7
C -13.637468 -9.582679 1.809334 0.2 1.0 1.6
H -13.149686 -8.147206 4.825204 -0.1 -0.2 0.0
H -13.388262 -10.552759 5.469499 0.1 0.0 0.4
H -13.810181 -12.177296 3.732304 -0.4 -1.2 0.1
H -13.673023 -9.349996 0.768010 -0.2 0.1 -0.5
```
Positions in Å, forces in eV/Å.

Mulliken population analysis, charges in e, atoms 1 to 8: number 1, Al, carries 0.01; number 2, C, carries -1.59; number 3, C, carries 0.82; number 4, S, carries -0.38; number 5, C, carries 0.22; number 6, C, carries -1.44; number 7, S, carries -0.35; number 8, H, carries 0.38

Record 2
Molecular formula: C17H18BBeN7O3S
Method: DFT, ωB97M-V/def2-TZVPD

Output
Max |F|, eV Å⁻¹: 5.6
Frontier orbital gap, hartree: 0.343
Total charge: 0
E_HOMO, eV: -8.85
E_tot, hartree: -1705.52822
2S+1: 1

Structure (XYZ):
```
48
Properties=species:S:1:pos:R:3:forces:R:3
H -1.254602 2.509852 0.672006 0.2 -0.2 0.1
N -0.179627 1.353647 -0.763103 0.3 1.3 -0.5
B 0.832261 0.688784 -2.988943 -0.3 -0.4 0.9
N 0.586994 1.734013 -1.866887 -0.5 0.0 0.9
C 0.735939 3.071048 -1.871886 -0.6 -0.5 0.3
Be -0.396976 -0.415334 -0.647626 5.0 0.5 -2.5
H 1.303647 3.547179 -2.660113 -0.1 0.0 0.2
C 0.022327 3.588495 -0.803199 -0.2 -0.1 -0.1
H -0.077964 4.620327 -0.523637 0.0 0.1 0.0
C -0.574523 2.491633 -0.162827 0.9 -0.1 -1.0
H 1.288910 1.162080 -3.987012 0.0 -0.1 0.1
C -1.476851 -1.433792 0.401699 -1.6 0.8 1.4
H -1.756236 -1.351673 1.458672 0.2 0.1 -0.3
H -0.665378 -2.171225 0.400772 0.3 0.6 -0.3
H -2.345433 -1.846856 -0.115402 0.3 0.4 -0.1
N -0.576960 0.033804 -3.187819 -1.1 -0.7 0.6
N 1.656722 -0.433300 -2.349641 0.0 -0.7 0.7
N -1.203138 -0.456426 -2.054773 -1.6 0.1 -2.7
N 1.134205 -1.088481 -1.240281 1.1 -0.1 -1.0
C -1.438545 0.001597 -4.218455 0.0 0.0 0.9
C 2.826171 -0.984696 -2.701670 -0.4 -0.2 0.4
H -1.104375 0.339156 -5.191183 -0.2 -0.1 0.1
H 3.372437 -0.587530 -3.543367 0.0 -0.1 0.1
C -2.658483 -0.474486 -3.738580 -0.4 0.1 -0.3
C 3.080562 -2.035113 -1.833003 -0.1 0.1 -0.1
C -2.488693 -0.720652 -2.378089 1.6 0.4 -0.5
C 2.000123 -2.076837 -0.944057 0.0 1.0 -0.7
H -3.576789 -0.599925 -4.282583 0.0 0.0 -0.2
H 3.930944 -2.686405 -1.830600 0.1 -0.1 0.0
H -3.179693 -1.035047 -1.605856 0.0 0.0 -0.5
H 1.848925 -2.735264 -0.105388 -0.2 0.1 0.0
H -1.287079 -0.250658 0.206923 -3.1 -2.3 2.8
O 1.063785 -2.773757 1.725294 -0.1 1.3 0.5
C 1.009771 -1.606768 2.166190 -0.1 0.2 -1.0
N 0.691860 -0.485066 1.439377 0.1 -0.1 0.1
S 0.403449 0.835167 2.356734 1.3 -1.2 0.6
O 1.336689 1.905227 2.107048 -0.5 -0.1 -0.2
O -1.010285 1.151542 2.399048 -0.1 0.0 -0.3
C 0.804910 0.024852 3.864939 -0.2 0.2 0.9
C 0.586725 0.500573 5.152742 0.3 -0.4 0.0
C 0.789964 -0.396481 6.210792 0.1 0.0 -0.4
C 1.171177 -1.727917 5.955151 0.1 0.3 -0.1
C 1.356478 -2.179843 4.648878 0.1 0.3 -0.2
C 1.180008 -1.275069 3.598826 -0.5 -0.3 1.2
H 0.262700 1.528994 5.297720 0.0 -0.2 0.1
H 0.639511 -0.058480 7.234705 0.0 -0.1 -0.2
H 1.315048 -2.417431 6.786718 -0.1 0.2 -0.2
H 1.624187 -3.205559 4.399445 -0.1 0.2 0.2
```
Positions in Å, forces in eV/Å.

Mulliken population analysis, charges in e, atoms 1 to 8: number 1, H, carries 0.63; number 2, N, carries 0.45; number 3, B, carries -0.02; number 4, N, carries -0.21; number 5, C, carries -0.13; number 6, Be, carries -0.53; number 7, H, carries 0.47; number 8, C, carries -1.29

Record 3
Molecular formula: C17H18BCoN7O3S
Method: DFT, ωB97M-V/def2-TZVPD

Output
Max |F|, eV Å⁻¹: 4.5
Frontier orbital gap (alpha / beta), hartree: 0.275 / 0.129
Total charge: +2
E_HOMO (alpha / beta), eV: -14.69 / -14.69
E_tot, hartree: -3072.71944
⟨S²⟩: 3.7970
2S+1: 4

Structure (XYZ):
```
48
Properties=species:S:1:pos:R:3:forces:R:3
C 0.620771 2.975320 -0.293651 0.3 -1.2 -0.4
N 0.829521 1.694064 -0.725763 -0.1 2.8 -2.2
N 0.963234 1.752799 -2.096133 0.0 -0.5 0.8
C 0.877531 3.030773 -2.489529 -0.1 -0.1 -0.2
C 0.657809 3.836822 -1.383467 0.0 0.4 0.0
B 1.133911 0.478907 -2.974767 1.3 0.8 -0.4
N 2.289162 -0.402128 -2.446247 -0.7 0.2 1.4
N 2.354966 -0.693522 -1.080174 1.0 -0.2 -1.2
C 3.469977 -1.478319 -0.956867 -1.0 0.8 0.2
C 4.092285 -1.669787 -2.197738 -0.1 0.0 0.1
C 3.315962 -0.970080 -3.107392 -0.4 0.1 0.5
Co 0.888987 0.138739 0.154783 0.4 0.2 -0.3
N -0.187297 -0.332336 -3.073153 -1.0 0.0 -2.9
N -0.787271 -0.846566 -1.945477 -2.7 -1.4 -0.7
C -1.929147 -1.407046 -2.385739 0.9 0.1 2.5
C -2.061919 -1.272977 -3.779678 -1.8 -1.1 0.1
C -0.928091 -0.588706 -4.174773 3.9 2.0 0.9
H -2.615667 -1.887924 -1.680137 0.4 0.3 -0.4
H -0.573762 -0.256133 -5.147450 -0.2 -0.1 0.2
H -2.865313 -1.630293 -4.420436 0.2 0.1 0.2
H 1.413601 0.857845 -4.081383 -0.2 -0.2 0.1
H 3.400800 -0.818080 -4.178735 0.1 -0.1 0.3
H 0.979733 3.258426 -3.545929 -0.1 0.1 0.3
H 4.991644 -2.235887 -2.412066 -0.2 0.2 0.1
H 0.539784 4.918155 -1.374275 0.1 -0.4 0.0
H 3.762473 -1.846349 0.029294 -0.1 0.2 -0.5
H 0.467683 3.182743 0.767354 0.2 0.1 -0.8
H 0.067069 -1.563659 -0.008793 0.9 -0.3 1.6
C 0.694028 -1.633577 0.976599 0.2 -0.4 0.6
H 1.482791 -2.381780 0.805249 -0.6 0.2 0.4
H 1.295498 -0.656549 1.529284 -0.8 -1.8 -1.1
H -0.011539 -1.836153 1.793371 0.5 -0.5 -0.4
O -2.275661 -1.005435 0.530719 0.2 0.8 0.9
C -1.796324 -0.208745 1.324464 0.9 0.2 -1.1
N -0.802908 0.753639 1.026974 -0.8 -0.7 2.4
S -0.454942 1.661788 2.436946 -2.3 -0.6 -1.4
O 0.936708 1.627128 2.672754 1.4 -0.3 0.4
O -1.135763 2.916631 2.396773 0.0 -0.3 0.4
C -1.370371 0.565087 3.564825 0.0 0.1 -1.2
C -1.429379 0.562369 4.972270 0.2 0.3 -0.1
C -2.238855 -0.408428 5.597565 -0.9 -1.2 -0.4
C -2.956324 -1.325196 4.818133 0.4 0.5 1.8
C -2.887321 -1.305675 3.418844 0.1 0.4 -0.2
C -2.082841 -0.313759 2.807339 0.5 0.8 -0.2
H -0.855272 1.286906 5.536120 0.0 0.0 0.2
H -2.288796 -0.433816 6.679442 -0.1 -0.1 -0.1
H -3.571059 -2.072990 5.309462 0.1 0.1 0.0
H -3.420128 -2.016223 2.811167 -0.1 -0.2 -0.2
```
Positions in Å, forces in eV/Å.

Mulliken population analysis, charges in e, atoms 1 to 8: number 1, C, carries 0.10; number 2, N, carries 0.39; number 3, N, carries -0.14; number 4, C, carries 0.00; number 5, C, carries -1.28; number 6, B, carries 0.07; number 7, N, carries 0.26; number 8, N, carries -0.36